Record 1
The following is a quantum chemistry calculation of C5H6O in the gas phase at a distorted geometry, from the OMol25 dataset.

The molar mass comes out at 82.10 g mol⁻¹. For the energy relative to the best compared isomer or geometry (same formula, charge and spin), the calculation gives 97.6 kcal/mol. The orbital gap is 9.7 eV. Its HOMO energy is -0.331 Eh.

Each line ends with the natural charge from an NBO analysis.
Geometry (Å):
O -0.96 -2.88 -0.86  -0.41
C 0.27 -0.22 -0.25  -0.16
C 0.70 1.20 -0.06  -0.65
C -0.44 -0.93 0.71  -0.23
C -0.78 -2.40 0.48  -0.14
C 0.09 -3.31 -0.28  0.32
H -0.82 -0.66 1.62  0.20
H 1.67 1.33 -0.46  0.22
H -1.62 -2.69 1.18  0.20
H 0.19 2.00 -0.56  0.22
H 0.62 1.45 0.97  0.22
H 0.26 -0.72 -1.23  0.21

Record 2
The following is a quantum chemistry calculation of a molecular structure, C30H28F5N6S2Tl, from the OMol25 dataset.

The molar mass comes out at 836.10 g mol⁻¹. For the energy relative to the best compared isomer or geometry (same formula, charge and spin), the calculation gives 0.5 kcal/mol. The orbital gap is 7.5 eV. Its HOMO energy is -0.264 Eh.

Each line ends with the Löwdin charge.
Geometry (Å):
Tl -1.59 1.29 1.12  0.63
S 0.46 0.22 3.58  0.66
S 1.12 2.37 0.78  0.51
F -0.11 6.40 -2.13  0.12
F 0.05 5.14 0.22  0.08
F 1.83 1.34 -1.98  0.05
F 0.70 5.17 -4.42  0.12
F 1.63 2.61 -4.31  0.11
N -2.03 -1.72 1.30  0.13
N -0.92 -3.64 1.43  0.17
N -0.13 -0.52 -0.39  -0.11
N -1.05 0.89 -3.61  0.18
N 3.01 -0.37 1.59  0.08
N -1.76 1.47 -1.59  0.09
C -2.10 -3.85 2.11  -0.20
C -1.15 0.56 -2.29  -0.32
C 4.44 -2.13 -1.32  -0.10
C -3.87 -4.80 3.35  -0.10
C -2.79 -2.64 2.01  -0.23
C -1.63 2.13 -3.77  -0.20
C -2.39 4.18 -4.65  -0.09
C 0.48 4.49 -0.87  -0.25
C -2.85 4.55 -3.37  -0.08
C 0.39 5.16 -2.08  -0.15
C -2.07 2.49 -2.49  -0.22
C -1.77 2.97 -4.87  -0.02
C 0.80 4.54 -3.25  -0.16
C -0.64 -0.73 -1.73  -0.13
C -2.62 -4.96 2.78  -0.02
C -2.70 3.71 -2.28  -0.01
C -0.94 -2.35 0.99  -0.34
C 0.98 3.19 -0.76  -0.56
C 5.61 -2.82 0.65  -0.10
C 0.44 -1.54 3.96  -0.39
C 0.24 -1.74 0.29  -0.15
C -4.58 -3.59 3.26  -0.09
C 3.66 -1.27 -0.56  -0.05
C 4.83 -1.97 1.42  -0.05
C -4.05 -2.50 2.59  -0.01
C 5.41 -2.92 -0.72  -0.12
C 1.37 2.61 -1.96  -0.24
C 1.28 3.25 -3.18  -0.16
C -0.84 0.76 4.70  -0.43
C 3.85 -1.18 0.82  -0.32
H -0.16 -4.29 1.31  0.17
H 4.99 -1.90 2.49  0.11
H 3.39 -0.04 2.46  0.09
H -2.08 -5.89 2.85  0.11
H 0.67 -1.70 5.02  0.04
H 2.93 -0.63 -1.04  0.09
H -0.57 0.57 5.74  0.04
H 4.29 -2.17 -2.39  0.10
H 1.21 -2.01 3.36  0.02
H 6.37 -3.42 1.13  0.10
H -1.78 0.27 4.46  0.03
H -4.32 -5.63 3.88  0.10
H 0.71 -2.48 -0.37  0.13
H -1.48 -1.44 -1.66  0.14
H -0.96 1.84 4.56  0.03
H 0.10 -1.17 -2.41  0.13
H -5.55 -3.51 3.72  0.10
H -3.03 4.00 -1.29  0.12
H 6.02 -3.58 -1.32  0.09
H -0.54 -1.97 3.73  0.03
H 2.52 0.36 1.08  -0.02
H -2.52 4.87 -5.47  0.11
H -4.59 -1.57 2.52  0.11
H -3.32 5.52 -3.24  0.11
H -0.52 0.37 -4.30  0.17
H 0.64 0.16 -0.39  0.02
H 0.99 -1.49 1.05  0.09
H -1.41 2.69 -5.85  0.12

Record 3
The following is a quantum chemistry calculation of a gas-phase ion, C8H7BrO2P (charge -1) at a distorted geometry, from the OMol25 dataset.

The charge is -1. The molar mass comes out at 246.02 g mol⁻¹. For the energy relative to the best compared isomer or geometry (same formula, charge and spin), the calculation gives 0.0 kcal/mol. The orbital gap is 6.9 eV. Its SMILES is O=C([O-])P(Br)Cc1ccccc1. Its HOMO energy is -0.133 Eh.

Each line ends with the natural charge from an NBO analysis.
Geometry (Å):
Br -3.59 -1.64 -0.14  -0.28
P -3.31 0.38 -0.88  0.35
O -4.32 1.57 1.42  -0.74
O -5.82 1.59 -0.33  -0.72
C -4.78 1.39 0.29  0.72
C 1.02 -1.27 0.88  -0.23
C -0.58 0.39 -0.04  -0.02
C -0.17 -0.57 0.97  -0.20
C -1.88 1.12 0.13  -0.76
C 1.44 -0.14 -1.26  -0.22
C 0.27 0.60 -1.14  -0.22
C 1.81 -0.99 -0.20  -0.24
H -2.25 1.40 1.13  0.28
H 2.71 -1.57 -0.46  0.19
H -1.83 2.23 -0.27  0.23
H -0.79 -0.96 1.74  0.22
H 0.14 1.36 -2.00  0.21
H 1.48 -1.88 1.70  0.21
H 2.13 0.02 -2.10  0.20

Record 4
The following is a quantum chemistry calculation of a molecular structure, C42H40BrCaCl3GeN7O4PS2 at a distorted geometry, from the OMol25 dataset.

The charge is -1. The molar mass comes out at 1100.89 g mol⁻¹. For the energy relative to the best compared isomer or geometry (same formula, charge and spin), the calculation gives 32.4 kcal/mol. The expectation value of S² is 0.761. Its multiplicity is 2. The orbital gap (spin up / spin down) is 6.1 / 7.4 eV. Its HOMO energy (spin up / spin down) is -0.158 / -0.209 Eh.

Each line ends with the Löwdin spin population.
Geometry (Å):
Br 3.46 0.10 1.47  0.00
Ge -3.44 -1.76 -0.88  0.27
Ca -0.30 -1.89 -0.56  0.00
Cl -4.76 -0.93 -2.60  0.23
Cl -1.98 -2.83 -2.27  0.03
Cl -4.66 -3.64 -0.53  0.06
S 1.62 -4.55 -2.41  0.00
S 1.59 -2.89 1.34  0.00
P 1.30 -0.36 -2.43  0.00
O -2.72 3.49 0.51  0.00
O 0.61 -5.53 -2.69  0.00
O 2.15 -3.79 -3.51  0.00
O -1.28 -0.12 -0.98  0.03
N 1.92 1.92 -3.93  0.00
N 0.68 1.31 0.61  0.00
N -0.35 1.85 -0.01  0.00
N 1.44 -0.11 -5.22  0.00
N 1.14 -3.54 -1.19  0.00
N -2.25 -2.03 0.96  0.30
N 3.58 0.11 -4.02  0.00
C -0.85 -3.47 4.73  0.00
C 4.85 -6.60 -1.01  0.00
C 2.96 -5.28 -1.52  0.00
C -4.11 -0.82 2.05  0.02
C -2.43 -2.23 3.38  0.01
C -2.69 -2.35 5.78  0.00
C -5.41 -1.31 2.00  0.01
C -2.35 2.02 -1.31  0.00
C 1.25 1.48 -2.70  0.00
C 3.07 3.92 3.19  0.00
C 2.73 1.81 1.85  0.00
C 3.82 6.07 4.04  0.00
C -2.56 1.70 -2.64  0.00
C 1.87 -3.72 -0.09  0.00
C -1.30 -3.03 3.49  0.00
C 4.10 4.82 3.51  0.00
C 4.88 -6.05 0.28  0.00
C 1.28 1.34 -5.12  0.00
C 2.87 -0.43 -5.19  0.00
C -3.69 4.02 -1.64  0.00
C -3.13 -1.90 4.54  0.00
C -2.93 3.19 -0.82  0.00
C 3.45 2.60 2.64  0.00
C 3.89 -6.21 -1.93  0.00
C 1.48 5.57 3.99  0.00
C 2.97 -4.73 -0.25  0.00
C 3.94 -5.11 0.67  0.00
C 2.50 6.46 4.28  0.00
C -2.89 -1.75 2.02  0.02
C -6.48 -0.43 1.98  0.00
C -3.87 3.68 -2.98  0.00
C 3.13 -0.55 -2.77  0.00
C 1.75 4.31 3.46  0.00
C 3.34 1.55 -3.95  0.00
C -3.31 2.52 -3.48  0.00
C 1.48 2.15 1.18  0.00
C 0.71 -0.81 -4.15  0.00
C -6.27 0.94 2.05  0.00
C -4.98 1.43 2.16  0.00
C -1.55 -3.13 5.88  0.00
C -1.56 1.07 -0.41  0.00
C -3.90 0.55 2.17  0.00
H 2.98 -1.52 -5.19  0.00
H -3.47 2.23 -4.51  0.00
H 0.21 1.80 -2.72  0.00
H -2.89 0.93 2.28  0.00
H 5.60 -7.33 -1.30  0.00
H -3.25 -2.08 6.68  0.00
H 4.63 6.75 4.28  0.00
H 3.80 2.02 -4.82  0.00
H 3.36 -1.62 -2.82  0.00
H 5.13 4.53 3.33  0.00
H -2.15 0.76 -3.00  0.00
H -4.14 4.92 -1.23  0.00
H -1.21 -3.47 6.85  0.00
H 0.04 -4.09 4.79  0.00
H -5.58 -2.38 1.94  0.00
H 2.28 7.44 4.69  0.00
H 3.81 1.94 -3.05  0.00
H 3.86 -6.63 -2.93  0.00
H -0.78 -3.30 2.59  0.00
H 1.72 1.97 -1.84  0.00
H -4.02 -1.28 4.48  0.00
H -7.49 -0.83 1.91  0.00
H 1.26 3.21 1.14  0.00
H -4.47 4.32 -3.61  0.00
H 3.33 -0.02 -6.08  0.00
H 0.22 1.58 -5.11  0.00
H -0.53 2.83 0.16  0.00
H 1.74 1.79 -6.00  0.00
H -2.15 0.94 0.51  0.00
H 4.44 2.26 2.92  0.00
H -0.35 -0.56 -4.22  0.00
H -4.80 2.50 2.22  0.00
H -3.29 4.23 0.75  0.00
H 3.68 -0.13 -1.93  0.00
H 0.81 -1.88 -4.29  0.00
H 3.94 -4.67 1.66  0.00
H 5.64 -6.37 0.97  0.00
H -7.11 1.62 2.01  0.00
H 0.45 5.84 4.19  0.00
H 0.94 3.62 3.29  0.00

Record 5
The following is a quantum chemistry calculation of a molecular structure, C5F15NaO15S5 at a distorted geometry, from the OMol25 dataset.

The charge is -4. The molar mass comes out at 768.34 g mol⁻¹. For the energy relative to the best compared isomer or geometry (same formula, charge and spin), the calculation gives 0.0 kcal/mol. The orbital gap is 6.2 eV. Its HOMO energy is -0.048 Eh.

Each line ends with the natural charge from an NBO analysis.
Geometry (Å):
S -10.80 5.92 -8.56  2.29
S -9.77 -6.04 -13.31  2.27
S -17.76 -3.49 -7.04  2.28
S -6.66 -1.29 -6.66  2.28
S -16.56 -0.88 -14.74  2.29
Na -12.43 -0.49 -9.48  1.00
F -18.31 -3.36 -4.45  -0.33
F -4.79 -0.69 -4.83  -0.34
F -12.70 7.80 -8.78  -0.35
F -6.64 -1.20 -3.84  -0.35
F -19.28 -5.01 -5.47  -0.33
F -11.13 8.05 -10.16  -0.33
F -6.32 0.76 -4.97  -0.33
F -17.00 -1.16 -17.36  -0.32
F -16.93 0.91 -16.80  -0.36
F -17.15 -5.08 -5.01  -0.32
F -12.59 6.61 -10.61  -0.32
F -9.05 -5.49 -15.83  -0.32
F -7.36 -5.73 -14.60  -0.33
F -15.01 -0.25 -16.90  -0.33
F -8.53 -7.48 -15.23  -0.34
O -10.17 -4.65 -13.22  -1.00
O -15.46 -0.20 -14.01  -1.00
O -9.65 5.66 -9.41  -1.02
O -18.70 -2.42 -7.23  -1.01
O -10.40 6.59 -7.36  -0.98
O -16.32 -2.32 -14.81  -1.00
O -8.97 -6.46 -12.16  -1.01
O -6.07 -2.63 -6.66  -1.00
O -11.60 4.67 -8.50  -1.00
O -8.14 -1.28 -6.77  -0.98
O -10.94 -6.88 -13.56  -1.00
O -17.89 -0.57 -14.26  -0.98
O -17.82 -4.53 -8.08  -0.99
O -16.46 -2.86 -6.94  -1.02
O -5.91 -0.36 -7.53  -0.99
C -16.35 -0.33 -16.59  0.72
C -11.91 7.16 -9.63  0.72
C -6.11 -0.57 -4.93  0.71
C -18.17 -4.32 -5.35  0.72
C -8.56 -6.20 -14.87  0.73